# 1
A cluster of 8 separate species, C33H54FINO16P2S2 in total at a distorted geometry, computed with ωB97M-V with the def2-TZVPD basis set.

Summary:
- DFT total energy (eV) = -120415.6999
- total charge = -1
- lowest unoccupied orbital energy (eV) = 1.92
- gap between HOMO and LUMO (eV) = 6.9
- largest force on an atom (eV/A) = 4.9

Last column: Mulliken charge in e.
Element x y z (Å)
N1 1.806 -0.147 -2.588  -0.01
H1 -6.863 5.383 -3.673  0.25
H2 4.462 1.454 5.568  0.20
H3 -4.515 -0.408 6.267  0.27
H4 1.495 -3.377 3.509  0.36
H5 3.363 -2.311 4.657  0.25
H6 3.957 -7.516 -1.043  0.28
H7 3.708 -1.262 -2.270  0.37
H8 -0.300 5.383 -6.773  0.23
C1 -3.122 -0.012 4.684  -0.48
I1 -1.074 2.536 -4.058  -0.13
C2 -2.346 -3.580 -0.742  0.40
C3 1.044 -3.655 5.627  -0.53
O1 2.628 -0.966 7.066  -0.60
C4 -2.333 -4.614 1.365  -0.53
H9 -0.587 -4.438 0.086  -0.15
H10 -1.798 -5.641 -0.467  0.37
O2 -6.044 3.532 -4.062  -0.37
O3 -2.318 -3.422 -1.935  -0.63
C5 -5.486 4.718 -2.123  -0.58
H11 -3.752 5.632 -8.565  0.31
H12 5.338 1.658 4.034  0.34
O4 3.413 2.420 4.081  -0.26
H13 3.562 -0.333 -3.934  0.30
C6 -6.587 4.474 -3.130  -0.43
H14 -1.916 -2.536 1.867  -0.12
H15 -3.946 5.498 -3.444  0.25
F1 0.552 0.404 -0.414  -0.55
H16 2.043 3.275 -1.590  0.36
H17 4.390 -5.860 -1.486  0.33
H18 2.287 -7.182 -2.664  0.32
H19 2.752 -0.342 -0.495  0.23
H20 -5.511 3.942 -1.352  0.28
C7 3.592 -6.484 -1.080  -0.53
H21 0.363 2.684 -1.207  0.38
H22 4.215 2.927 -1.297  0.11
O5 0.125 -7.022 -1.035  -0.60
H23 -2.973 0.229 6.850  0.34
O6 -3.252 -1.211 3.910  -0.32
C8 2.149 -1.787 6.327  0.52
H24 2.298 -0.894 4.372  0.23
C9 2.307 -6.427 -1.878  -0.27
H25 4.198 1.675 -3.222  0.04
C10 -2.765 5.817 -8.137  -0.48
C11 3.007 -0.889 -3.091  -1.01
H26 -1.870 -1.901 6.410  0.05
C12 1.268 -6.711 -0.828  0.59
H27 -3.613 -3.013 2.074  0.12
H28 -1.327 -1.590 -1.804  0.02
O7 -2.986 -2.744 0.118  -0.39
H29 -2.102 0.365 4.573  0.30
C13 0.855 -1.238 -2.201  0.37
O8 1.791 -6.522 0.414  -0.34
C14 -2.931 -1.850 6.149  -0.24
H30 -0.212 3.815 -7.642  0.31
C15 -3.433 -0.422 6.105  -0.52
S1 5.631 0.603 -1.044  -0.49
H31 -1.010 -0.418 -3.273  -0.16
O9 -3.964 2.963 -4.752  -0.52
H32 -2.821 6.693 -7.483  0.27
H33 -3.409 4.154 -2.381  0.21
H34 -3.524 -2.463 6.826  0.34
C16 4.654 2.138 4.736  -0.35
H35 2.130 -5.432 -2.295  0.08
C17 -0.659 -1.321 -2.682  -0.36
P1 2.129 0.799 -1.101  0.40
C18 2.926 3.607 4.526  0.46
C19 1.321 2.401 -1.781  -0.88
C20 -4.236 4.560 -2.963  -0.22
O10 -1.828 6.090 -9.185  -0.35
O11 1.260 -2.201 -1.476  -0.58
O12 -3.085 -3.432 4.334  -0.59
C21 1.260 -2.798 4.403  -0.08
H36 -1.704 -4.949 2.191  0.28
P2 4.074 1.574 -1.802  0.21
O13 1.873 2.367 -4.253  -0.54
H37 3.141 -4.964 0.411  0.23
C22 -2.722 -3.156 1.465  0.23
H38 1.233 2.235 1.208  0.11
O14 1.345 -2.806 6.741  -0.39
H39 3.540 4.065 6.513  0.27
C23 1.019 2.403 -3.342  0.44
H40 -7.481 4.056 -2.665  0.31
C24 -0.724 4.775 -7.575  -0.37
C25 -0.625 5.534 -8.872  0.45
H41 0.359 -2.211 4.198  -0.08
C26 -3.106 -2.291 4.722  0.53
C27 5.171 3.479 5.202  -0.54
H42 -3.232 -5.239 1.352  0.30
H43 3.752 -6.491 1.085  0.30
H44 -2.550 4.528 -6.385  -0.10
C28 2.378 -1.875 4.841  -0.36
O15 0.371 5.673 -9.532  -0.58
H45 1.716 -4.518 5.654  0.31
H46 4.005 5.303 5.299  0.27
H47 -0.713 -2.226 -3.393  0.31
H48 -2.539 3.693 -7.942  0.25
C29 3.139 -6.052 0.296  -0.34
O16 1.856 4.058 4.210  -0.62
C30 -4.685 3.586 -4.018  0.48
H49 5.713 3.971 4.389  0.27
H50 5.844 3.407 6.059  0.34
H51 2.602 -1.842 -3.600  0.33
H52 0.013 -4.008 5.700  0.34
H53 -5.563 5.687 -1.628  0.34
H54 -3.819 0.741 4.313  0.29
C31 3.893 4.237 5.493  -0.37
C32 -2.221 4.601 -7.423  0.04
C33 -1.651 -4.676 0.015  0.10
S2 2.515 1.876 0.783  -0.30

Force components x, y, z for each atom (eV/Å):
-1.1 -2.3 -0.2
0.0 0.0 0.0
0.0 0.0 0.0
0.1 0.0 0.0
-0.1 0.0 0.1
0.0 0.2 0.0
0.0 0.1 0.0
-0.8 0.8 -1.0
0.1 -0.1 -0.1
0.1 0.6 0.0
0.6 0.0 0.5
0.4 -0.1 -0.7
-0.3 -0.5 -0.2
-0.5 -0.6 0.0
0.1 -0.4 0.4
0.0 0.0 -0.2
0.3 0.2 -0.2
0.3 -0.2 -0.1
-0.8 -0.2 0.7
0.0 0.3 0.6
0.1 0.2 -0.1
-0.3 0.0 -0.1
-0.3 0.5 0.1
-0.8 -0.5 1.6
-0.4 0.2 0.2
-0.1 0.0 -0.1
0.1 -0.1 0.0
0.9 -0.2 -0.8
-0.9 -1.2 -0.5
-0.1 0.0 0.1
-0.3 0.2 0.0
-0.1 0.3 -0.2
0.0 0.1 -0.1
0.6 0.0 -0.3
1.4 -0.7 -1.0
-0.5 -0.7 -0.7
0.6 -0.1 0.6
0.0 0.0 -0.1
-0.1 -0.6 0.1
0.7 0.6 0.3
0.3 0.0 0.1
0.5 -0.2 0.0
-0.3 0.3 0.5
-0.4 0.0 0.1
0.1 -1.3 -1.1
0.0 -0.1 0.0
-0.9 0.1 -0.5
0.1 0.2 -0.3
1.1 0.8 -1.3
0.0 -0.1 -0.6
-0.1 0.0 0.0
0.1 -2.4 2.1
-0.3 -0.2 -0.2
-0.3 0.4 0.3
0.3 0.3 0.1
-0.1 0.3 0.6
0.0 -0.1 -0.1
0.5 -1.0 1.0
-1.0 0.1 0.1
0.0 0.0 0.0
0.2 0.1 -0.4
0.3 -0.2 -0.1
0.4 -0.5 0.0
-0.1 -0.1 0.0
0.9 0.0 -0.6
-2.2 -0.1 0.7
-0.9 0.1 -0.1
-1.4 2.0 -1.0
-0.2 0.0 0.6
0.3 0.0 -0.2
-1.1 2.9 -2.6
-0.1 0.7 0.0
-0.1 0.0 -0.6
-0.1 0.1 0.0
2.2 0.6 0.3
-3.2 0.3 3.7
0.0 -0.1 0.0
-0.2 0.1 0.5
1.1 -0.4 -0.7
0.1 0.4 0.2
-0.1 0.1 -0.1
3.5 -0.3 -2.0
0.0 -0.1 -0.3
-0.4 -0.3 0.0
1.0 0.1 -0.1
0.1 -0.1 0.0
0.3 -0.8 -0.1
0.6 0.3 0.2
0.1 0.1 0.1
-0.3 0.0 0.1
0.0 0.0 -0.1
-0.4 0.0 -0.3
-0.8 0.2 -0.1
0.0 0.1 0.0
-0.3 -0.1 0.2
0.2 1.3 1.1
0.0 0.1 0.1
0.4 0.3 0.3
0.5 -0.5 -0.1
0.8 -0.2 -0.6
0.0 -0.1 0.1
0.0 -0.1 -0.1
0.8 1.4 0.7
0.1 0.0 0.2
-0.1 -0.1 -0.1
0.1 -0.2 -0.2
0.5 0.1 -0.1
-0.2 -0.4 0.5
-0.3 -0.3 0.3
-0.5 0.8 1.4

# 2
A cluster of 2 separate species, C3H10NO in total at a distorted geometry, computed with ωB97M-V with the def2-TZVPD basis set.

Summary:
- DFT total energy (eV) = -6806.8849
- lowest unoccupied orbital energy (alpha / beta) (eV) = 0.87 / 0.59
- gap between HOMO and LUMO (alpha / beta) (eV) = 4.2 / 10.5
- spin multiplicity = 2
- expectation value of S² = 0.751
- largest force on an atom (eV/A) = 1.0

Last column: Löwdin spin population.
Element x y z (Å)
H1 -1.439 3.132 1.108  0.00
H2 0.546 0.553 -0.613  0.02
C1 -0.790 1.062 0.934  0.10
H3 2.285 -3.065 -1.051  0.02
C2 -0.122 0.210 0.172  0.16
H4 -1.497 0.789 1.705  0.02
C3 -0.635 2.547 0.681  0.01
H5 0.507 -1.751 -0.024  0.05
N1 -0.373 -1.234 0.102  0.21
H6 -1.012 -1.438 -0.769  0.21
H7 -0.600 2.756 -0.393  0.00
H8 -0.852 -1.575 0.933  0.09
O1 1.776 -2.372 -1.497  0.09
H9 0.284 2.911 1.149  0.00
H10 1.921 -2.523 -2.437  0.02

Force components x, y, z for each atom (eV/Å):
-0.3 0.0 0.1
-0.2 -0.1 0.1
-0.4 0.8 -0.4
-0.1 0.1 -0.1
0.4 -0.4 0.1
0.2 -0.4 0.1
0.4 -0.2 0.0
-0.1 0.0 -0.2
0.2 0.8 -0.3
-0.1 -0.4 0.1
0.1 0.0 0.2
-0.2 -0.2 0.2
0.3 -0.2 0.2
0.0 0.1 -0.1
-0.1 0.0 -0.1

# 3
A cluster of 2 separate species, C9H17N3O5 in total at a distorted geometry, computed with ωB97M-V with the def2-TZVPD basis set.

Summary:
- DFT total energy (eV) = -24314.2152
- lowest unoccupied orbital energy (eV) = -0.03
- gap between HOMO and LUMO (eV) = 9.7
- largest force on an atom (eV/A) = 6.9

Last column: Mulliken charge in e.
Element x y z (Å)
H1 0.241 1.688 -1.489  0.43
H2 -2.456 -1.485 2.221  0.25
O1 4.188 -2.123 -0.052  -0.58
H3 -4.206 0.599 1.380  0.35
H4 -2.621 0.163 2.125  0.29
C1 -1.155 -0.087 -0.268  -0.15
N1 -0.297 0.254 0.741  -0.11
C2 4.405 -0.948 -0.243  0.37
O2 2.262 2.900 0.510  -0.61
C3 -2.481 -0.710 0.124  0.87
H5 3.462 0.924 -0.818  0.37
O3 -4.155 1.042 0.011  -0.70
C4 1.320 2.156 0.073  0.30
O4 0.842 2.363 -1.122  -0.45
H6 -0.659 0.090 1.670  0.32
N2 -2.807 -0.670 1.617  -0.92
H7 -2.336 -1.810 -0.188  0.34
C5 2.032 -0.279 0.117  -0.72
H8 3.802 0.753 0.945  0.31
C6 3.456 0.202 -0.001  -0.60
H9 6.585 -1.118 -0.370  0.27
H10 6.025 0.439 -0.523  0.27
O5 -0.847 -0.030 -1.447  -0.73
C7 -3.638 -0.040 -0.652  0.39
H11 2.030 -1.171 0.739  0.44
C8 1.107 0.722 0.725  -0.08
C9 -4.807 -0.869 -1.063  -1.29
N3 5.686 -0.546 -0.646  -0.51
H12 1.442 0.721 1.752  0.33
H13 -4.950 -1.582 -0.227  0.30
H14 -3.125 0.570 -1.501  0.25
H15 -5.600 -0.123 -1.282  0.33
H16 -4.563 -1.436 -1.984  0.30
H17 1.818 -0.561 -0.872  0.34

Force components x, y, z for each atom (eV/Å):
-0.1 -0.4 0.4
-0.8 1.5 -1.6
-0.7 0.2 0.0
0.0 1.1 -5.2
0.5 0.9 0.0
1.4 -0.2 0.5
-0.5 0.1 0.5
2.1 0.1 0.3
-4.1 -2.5 -1.1
-0.1 -1.2 1.7
0.6 0.1 0.1
-0.2 0.0 6.8
4.8 0.6 1.9
-0.6 0.6 -0.7
0.1 0.1 -0.3
0.5 -2.5 -0.4
-0.5 1.6 0.6
1.1 -0.6 0.3
-0.4 -0.7 -1.3
0.3 0.8 1.2
-3.1 0.7 -0.8
-1.4 -1.1 -0.3
0.2 0.6 -0.3
1.3 2.1 -1.9
-0.2 -0.2 0.0
-1.1 1.1 -0.6
0.6 -1.0 -0.8
3.3 0.5 1.0
-0.3 0.8 0.4
-0.8 0.4 -0.5
-0.8 -1.8 0.6
0.2 -1.0 0.4
-0.3 0.1 0.5
-1.1 -0.5 -1.3

# 4
A structure of composition H32NaO16 at a distorted geometry, computed with ωB97M-V with the def2-TZVPD basis set.

Summary:
- DFT total energy (eV) = -37693.1164
- total charge = +1
- lowest unoccupied orbital energy (eV) = -3.07
- gap between HOMO and LUMO (eV) = 9.3
- largest force on an atom (eV/A) = 2.0

Last column: Mulliken charge in e.
Element x y z (Å)
O1 -0.974 -0.982 3.879  -0.54
H1 2.981 -2.322 1.038  0.29
H2 2.841 2.699 -2.406  0.29
H3 -3.567 -1.753 1.617  0.27
O2 0.254 3.269 0.199  -0.59
O3 -3.120 -1.338 0.879  -0.56
H4 0.191 3.727 1.037  0.31
O4 3.082 -1.565 0.462  -0.48
H5 -2.632 3.784 -1.415  0.27
H6 3.872 -1.753 -0.046  0.25
H7 -0.764 -0.325 2.239  0.47
H8 -1.284 -1.887 3.902  0.26
H9 -0.632 2.945 0.036  0.28
O5 1.925 2.758 -2.679  -0.60
O6 2.503 0.342 5.008  -0.60
H10 -3.001 -2.044 0.243  0.25
H11 3.470 2.373 0.889  0.24
H12 -3.312 1.698 -0.126  0.38
H13 -0.249 -3.901 -2.296  0.41
O7 -1.862 -0.050 -2.135  -0.49
O8 -1.004 -3.975 -2.880  -0.63
H14 2.664 1.259 4.784  0.31
O9 -2.707 1.675 2.791  -0.59
H15 -0.773 -0.774 4.791  0.27
H16 -2.256 0.939 2.377  0.37
O10 2.600 -1.760 -3.787  -0.65
H17 -2.283 0.056 -2.988  0.25
O11 -1.001 -0.011 1.367  -0.72
H18 0.070 -0.230 -2.109  0.34
H19 2.050 2.842 1.121  0.27
H20 2.835 -1.019 -4.347  0.31
H21 2.013 -3.270 -1.978  0.28
H22 -3.845 0.459 0.563  0.33
H23 1.312 -1.024 -2.452  0.23
O12 1.263 -3.493 -1.428  -0.63
O13 -4.126 1.278 0.153  -0.65
H24 -1.907 2.620 -2.056  0.26
H25 -2.250 -0.847 -1.773  0.22
H26 3.290 0.068 5.480  0.31
O14 1.001 -0.308 -1.899  -0.41
H27 1.471 -4.360 -1.077  0.31
H28 -1.787 -0.507 1.139  0.38
H29 -2.138 2.428 2.627  0.26
O15 -2.028 3.068 -1.219  -0.58
Na1 1.240 0.001 0.384  0.60
H30 3.406 -1.968 -3.314  0.31
H31 -0.823 -3.352 -3.585  0.28
O16 2.564 2.064 0.907  -0.43
H32 1.428 2.465 -1.916  0.32

Force components x, y, z for each atom (eV/Å):
0.0 -0.2 -0.1
0.0 -0.2 0.2
0.2 0.0 0.0
-0.3 0.0 0.4
0.7 -0.1 0.4
-0.3 -0.4 -0.1
-0.2 0.3 0.2
-0.2 0.2 0.0
-0.2 0.3 0.1
0.2 0.1 -0.1
0.1 -0.2 0.9
-0.1 -0.3 0.0
-0.6 0.0 -0.4
0.0 0.0 -0.4
-0.2 -0.2 -0.2
-0.1 -0.3 -0.3
0.3 -0.1 0.0
0.3 0.3 -0.1
0.4 0.2 0.1
0.5 0.2 0.1
-0.8 -0.1 -0.1
0.0 0.3 0.0
-0.4 0.2 0.6
0.2 0.3 0.3
0.3 0.1 -0.1
-0.3 -0.4 0.3
-0.2 0.0 -0.3
1.7 0.8 -0.7
-0.8 0.2 -0.1
-0.4 0.1 -0.3
0.0 0.3 -0.3
0.1 0.1 -0.3
-0.1 -0.1 0.1
0.4 -0.2 -0.4
0.0 0.1 0.4
-0.4 0.0 -0.3
0.1 -0.2 -0.2
-0.2 -0.2 0.1
0.2 -0.1 0.2
0.2 0.2 0.7
0.1 -0.4 0.2
-0.5 -0.5 -0.3
0.0 0.2 0.0
-0.2 -0.2 0.1
0.1 0.3 -0.1
0.4 0.0 -0.1
0.0 0.0 -0.2
0.3 -0.5 0.1
-0.1 0.0 0.3